ORCA calculation (ωB97M-V with the def2-TZVPD basis set) on a cluster of 2 separate species, C4H12N4 in total.

Values from the calculation:
* energy above the lowest of the compared OMol25 structures with the same formula, charge and spin: 29.1 kcal/mol
* LUMO energy: 0.7 eV
* structure (SMILES): N=C(N)N.C=CNC
* calculated total energy: -378.59183 Eh
* multiplicity: 1
* highest occupied orbital energy: -7.909 eV
* gap between HOMO and LUMO: 8.6 eV

Geometry as XYZ:
```
20
Properties=species:S:1:pos:R:3:mulliken_charge:R:1
C 0.5975 -1.3207 1.8748 -0.829
H 2.5839 -0.0048 0.4680 0.218
H -1.6072 2.3149 1.3044 0.244
C 0.8938 -1.1714 0.5388 0.075
N -1.2408 1.7881 -1.0907 -0.645
H -0.2899 -1.9214 2.2055 0.243
H 1.2081 -0.8260 2.6160 0.240
N -2.3526 -0.2082 -0.6528 -0.688
H 2.1438 -1.7387 -1.7927 0.297
H -2.4063 0.9191 1.7535 0.262
H 3.1352 -0.2806 -1.8578 0.308
C -1.9813 0.9755 -0.2234 0.635
N -2.2963 1.5996 1.0192 -0.570
H 0.0972 -1.4704 -0.2381 0.241
H 1.3971 -0.0859 -2.0534 0.200
N 2.0131 -0.6423 -0.0881 -0.242
H -0.8015 1.1723 -1.7916 0.287
H -0.5166 2.3253 -0.6124 0.265
C 2.1619 -0.6982 -1.5264 -0.757
H -2.7392 -0.7260 0.1472 0.215
```